A cluster of 40 separate species, H80O40 in total. Source: OMol25; level of theory: ωB97M-V with the def2-TZVPD basis set.

CARTESIAN COORDINATES (ANGSTROEM)
H (-1.725582, 2.394443, 3.709526)
H (-2.427056, 1.581976, 4.938027)
O (-2.269300, 2.451266, 4.490719)
H (-1.710017, -1.757074, -5.355066)
H (-2.748321, -2.694836, -5.731176)
O (-1.937095, -2.407106, -6.102226)
H (-4.144893, -2.539951, -0.133461)
H (-5.168567, -3.083749, -1.015266)
O (-5.009084, -2.309820, -0.502856)
H (-2.018819, -3.061237, 0.544418)
H (-1.225673, -1.777133, 0.703813)
O (-2.131370, -2.127707, 0.768171)
H (2.506312, 3.323293, -4.974825)
H (3.723983, 2.461233, -4.677572)
O (2.947178, 2.847361, -4.231991)
H (3.751458, 5.017318, -2.029268)
O (4.043301, 5.305229, -1.170560)
H (0.267551, -0.419156, 1.091236)
O (-0.322902, -0.280087, 0.323093)
H (4.580518, -0.612426, 0.188443)
H (4.027716, -1.652605, 1.154632)
O (4.420507, -1.535683, 0.271188)
H (3.002194, 5.342191, 1.004717)
H (3.320600, 3.859699, 1.261370)
O (3.512200, 4.772027, 1.596177)
H (0.094594, -5.205588, -1.520085)
H (1.645233, -4.874410, -1.544769)
O (0.942859, -5.388530, -1.899669)
H (2.680614, -2.688786, 5.063601)
H (2.413332, -4.154940, 4.642282)
O (2.573757, -3.239449, 4.261714)
H (5.328285, 3.894008, 1.468487)
O (5.561681, 3.082790, 1.019821)
H (1.811809, 1.705199, 4.474262)
H (2.390690, 2.700991, 5.302481)
O (2.517375, 1.743999, 5.235477)
H (-0.151551, 1.644993, -4.957031)
H (-0.444368, 3.145851, -4.890542)
O (-0.327828, 2.394445, -5.523714)
H (2.638243, 3.037129, -0.351724)
H (1.471369, 2.920021, -1.400984)
O (1.935928, 3.482208, -0.809127)
H (0.273183, -1.281155, -6.037903)
H (-0.533323, -2.553602, -5.538652)
O (0.325530, -2.006023, -5.410678)
H (3.201923, -2.735329, -1.487690)
H (2.851547, -2.498178, -2.805448)
O (3.171467, -3.275210, -2.292384)
H (-2.214391, 5.190644, -1.031589)
H (-1.996069, 3.853790, -1.751102)
O (-1.662459, 4.410156, -1.049976)
H (-0.311620, -4.576913, 2.544782)
O (-0.066139, -5.299109, 1.968593)
H (3.280101, 0.375314, -1.579255)
H (3.020298, 1.335866, -2.835623)
O (2.961630, 0.411484, -2.512218)
H (-3.936690, 2.543621, -2.347429)
O (-4.524928, 3.006574, -1.732815)
H (-5.299451, -1.164896, 2.623761)
H (-5.841492, 0.125293, 3.182222)
O (-5.168956, -0.210557, 2.591199)
H (-0.474670, 3.756105, 3.243914)
H (0.806896, 4.413535, 2.667137)
O (0.515927, 3.724718, 3.290478)
H (2.095455, -3.404835, 1.009394)
H (1.275023, -2.854872, 2.305463)
O (2.022907, -2.719005, 1.689581)
H (-0.101117, -1.635468, -0.822968)
H (0.537937, -2.220225, -2.069238)
O (-0.217529, -2.311792, -1.464990)
H (1.709354, 0.159100, 3.389635)
H (2.490881, -0.641903, 2.497253)
O (1.568149, -0.275683, 2.538306)
H (-2.906971, -2.390988, 3.275069)
H (-3.322990, -1.881979, 1.868856)
O (-3.720449, -2.516586, 2.600906)
H (-3.355749, 0.890224, 2.109872)
H (-3.062855, 2.460814, 2.334982)
O (-2.717114, 1.585376, 2.036503)
H (-0.407456, -3.461352, 3.918534)
H (0.520492, -2.160098, 4.274977)
O (0.075858, -2.684933, 3.595853)
H (-3.409787, 0.984118, -0.995178)
H (-2.279582, 0.143756, -0.987294)
O (-2.527477, 0.934755, -1.469388)
H (4.621695, 1.677541, 0.278472)
H (3.296529, 0.660369, 0.584897)
O (3.983171, 1.032385, 0.029780)
H (-2.709956, -1.614278, 5.859631)
O (-2.565540, -1.355703, 4.947524)
H (3.269230, -5.067715, -0.704686)
H (4.096311, -3.725046, -0.132908)
O (3.496748, -4.430575, -0.015099)
H (0.748271, -5.675139, 2.247975)
H (3.193513, 5.278031, -0.703195)
H (-5.115000, 2.237127, -1.554428)
H (-0.497557, 0.683747, 0.388077)
H (5.950144, 3.260714, 0.168063)
H (-3.257487, -0.741201, 4.714647)
O (-5.452773, 0.538818, -0.347456)
H (-5.440954, -0.342772, -0.649633)
H (-5.571895, 0.618599, 0.553728)
O (-1.961253, -5.203314, -0.719071)
H (-1.388528, -4.417519, -0.743336)
H (-2.518657, -5.268103, 0.087902)
O (-2.400127, -1.149920, -3.922355)
H (-3.287136, -0.867237, -3.767510)
H (-2.029639, -1.265228, -3.027616)
O (-2.470773, 4.763739, 2.856085)
H (-2.832390, 4.868593, 3.726203)
H (-2.144566, 5.541133, 2.431568)
O (0.861877, 6.660113, -0.348306)
H (0.161194, 6.865884, 0.251770)
H (0.609454, 6.370013, -1.196608)
O (0.600768, 1.580877, -2.788800)
H (0.706290, 1.133287, -1.943492)
H (1.059346, 0.969126, -3.381256)
O (0.566501, -4.914782, -4.794069)
H (1.079682, -4.150649, -4.427122)
H (0.351298, -5.392822, -3.986573)

Atomic forces in eV per Å
H 0.050 -1.146 -0.142
H 0.753 1.108 -1.232
O -0.776 0.024 2.041
H -0.950 -0.520 -1.418
H -1.378 -0.964 0.175
O 0.364 1.463 0.504
H 0.045 0.552 0.219
H -0.679 -0.871 -0.873
O 0.630 0.426 0.546
H -0.232 0.071 0.237
H -0.619 0.448 0.019
O 0.907 -0.427 -0.944
H 0.146 -0.563 0.908
H -0.328 0.171 0.300
O 0.329 0.318 -1.240
H 0.043 -0.272 -0.774
O -0.158 0.252 0.492
H 0.100 -0.045 -0.123
O 0.827 1.224 0.748
H 0.476 1.299 -0.355
H 0.072 -0.298 -0.461
O -0.509 -2.004 0.664
H 0.064 0.065 0.376
H 0.198 1.277 0.576
O -0.644 -1.087 -0.158
H -0.202 0.243 0.697
H 0.234 1.232 0.462
O -0.140 -1.551 -1.277
H 0.172 -0.452 -0.455
H 0.393 1.620 -0.723
O 0.120 -1.216 1.897
H -0.128 0.682 -0.261
O 0.146 -1.518 0.166
H 1.779 -0.309 1.912
H 0.600 0.227 0.657
O -2.560 0.327 -2.672
H -0.132 -0.203 0.314
H 0.129 -1.104 -0.731
O -0.079 1.380 0.393
H 0.327 -0.931 -0.357
H -0.398 -1.070 -0.975
O -0.024 1.821 1.014
H -0.049 -0.138 -0.168
H 2.424 0.489 -0.265
O -0.187 -0.653 0.689
H 0.437 -0.657 0.655
H 0.329 -1.010 -0.858
O -0.873 2.199 -0.349
H -0.386 0.012 -0.146
H -0.317 -0.260 -0.096
O 0.743 0.257 0.328
H 0.409 -0.014 -0.011
O -1.471 0.156 -0.825
H -0.023 0.545 -1.139
H 0.013 -0.609 0.550
O 0.369 -0.149 0.385
H 0.284 0.494 -0.036
O -0.493 -1.268 -0.449
H 0.511 -0.464 -0.094
H -0.257 0.373 0.155
O -0.184 0.381 0.014
H 1.245 0.297 0.005
H -0.061 -0.449 0.266
O -1.003 0.193 -0.260
H -0.096 -0.173 0.340
H 0.498 -0.201 -0.486
O 0.020 0.440 -0.541
H 0.276 1.287 0.750
H -0.378 -0.234 0.139
O 0.009 -1.284 -1.383
H -0.770 0.421 0.024
H -1.396 -0.387 -0.691
O 2.073 0.132 0.781
H -2.904 -0.558 -1.812
H -1.071 -2.060 1.821
O 3.179 2.031 0.774
H -1.042 -0.213 0.324
H -0.153 -1.308 -0.495
O 1.098 1.400 -0.463
H 0.405 0.904 0.851
H -0.382 -0.747 0.050
O -1.004 -0.047 -0.785
H 0.834 0.781 -0.782
H 1.013 -0.554 -0.122
O -1.848 -0.405 1.126
H 0.449 1.236 1.819
H 0.254 0.906 0.922
O -1.152 -1.464 -2.117
H -0.164 0.020 0.131
O 0.697 -0.129 0.100
H 1.179 0.894 -0.213
H 1.268 0.659 -1.200
O -2.091 -1.945 2.032
H 1.086 -0.227 0.510
H 0.317 0.044 -0.359
H 0.074 0.883 0.430
H -0.357 -0.650 -0.208
H 0.230 0.798 -0.246
H -0.517 0.175 -0.154
O 0.592 2.262 -3.164
H -0.081 -1.998 0.069
H -0.330 -0.375 3.019
O -0.498 -0.008 0.095
H -0.574 -0.097 0.477
H 1.052 0.374 -0.656
O 0.879 -0.201 1.042
H -0.936 0.490 0.077
H 0.090 0.047 -0.497
O 0.185 -1.900 -0.746
H -0.045 0.685 0.567
H -0.046 0.976 0.197
O 2.238 0.574 1.462
H -0.909 -0.075 -0.218
H -1.186 -0.610 -1.132
O -0.460 0.121 -0.022
H -0.223 -0.247 0.009
H 0.162 0.151 0.184
O 0.549 1.046 0.528
H -0.639 -0.883 -0.745
H 0.117 -0.166 0.089

Frontier orbital gap (eV): 9.1971
Electronic energy (eV): -83197.275
Multiplicity: 1
Energy relative to the best compared isomer or geometry (same formula, charge and spin) (kJ/mol): 824.1
HOMO (eV): -9.8907

Here are the Löwdin charges for atoms 1 to 2, given in e: atom 1 (H): -0.016, atom 2 (H): 0.058

---

A cluster of 40 separate species, H80O40 in total. Source: OMol25; level of theory: ωB97M-V with the def2-TZVPD basis set.

CARTESIAN COORDINATES (ANGSTROEM)
H (0.519753, 5.670751, 1.927294)
H (-0.287414, 4.459971, 1.105388)
O (-0.164894, 5.009609, 1.980408)
H (-1.075394, -1.077986, -3.861670)
H (-0.838300, -0.400169, -2.509164)
O (-1.148559, -0.129453, -3.371133)
H (-2.804690, -2.951993, -3.683368)
H (-1.554131, -3.444667, -4.483718)
O (-2.222190, -2.602288, -4.351996)
H (5.194641, -2.928313, 0.607290)
H (4.998687, -4.121064, 1.627914)
O (5.597093, -3.422331, 1.367356)
H (-0.774587, -5.532916, -1.001613)
H (-1.972797, -4.911175, -1.686398)
O (-1.187407, -5.431637, -1.920986)
H (-0.935436, 1.537314, 2.631281)
O (-1.732984, 1.142770, 3.047187)
H (1.625583, 1.934338, -1.477213)
O (1.716983, 1.670431, -0.555678)
H (4.120833, -3.061167, -1.603252)
H (3.827633, -1.482112, -1.621311)
O (3.572009, -2.418969, -2.075287)
H (5.239250, -0.608084, -3.250602)
H (4.218013, 0.539473, -3.514526)
O (4.418711, -0.195123, -3.006579)
H (-3.305539, 5.493592, -0.154805)
H (-2.010034, 6.072355, 0.416801)
O (-2.462284, 5.231043, 0.221282)
H (-4.375265, -1.001014, -3.649993)
H (-3.528336, -0.102756, -2.845159)
O (-4.486296, -0.149349, -3.117533)
H (0.395858, -4.258022, -4.168800)
O (-0.485023, -4.620924, -4.309700)
H (-3.454699, -0.477775, 4.556630)
H (-2.332730, -0.074696, 4.013466)
O (-2.626549, -0.928952, 4.322476)
H (1.429675, -1.981242, 1.875968)
H (0.360204, -3.023732, 1.518174)
O (0.661781, -2.409040, 2.100011)
H (2.739150, -5.574120, -1.076968)
H (1.926488, -5.957103, -2.485410)
O (2.017447, -6.063289, -1.492010)
H (-5.673285, -1.277000, 2.986600)
H (-4.221795, -1.063889, 2.595218)
O (-4.974095, -0.658232, 2.871693)
H (-5.148562, -0.387275, -1.904460)
H (-5.478851, -0.758047, -0.209391)
O (-5.791825, -0.473516, -1.114714)
H (5.400446, 1.289627, 2.390548)
H (4.339513, 1.439292, 1.258157)
O (5.172022, 1.685671, 1.598828)
H (-2.222831, -1.239601, 1.280057)
O (-2.418004, -1.950524, 1.855919)
H (3.262443, -1.671010, 2.627464)
H (4.427435, -2.044915, 1.799618)
O (3.350073, -1.920032, 1.696377)
H (2.692756, -3.332462, 0.735002)
O (2.995696, -4.261641, 0.935079)
H (2.957711, 1.169352, 4.115628)
H (3.842087, 1.059937, 5.416965)
O (3.518050, 1.611548, 4.689250)
H (-2.444565, 3.169861, 0.024021)
H (-2.621317, 1.914345, 0.717090)
O (-2.198436, 2.788188, 0.856638)
H (5.260173, -0.776008, 0.063480)
H (6.092992, -1.215498, -1.150270)
O (5.823684, -1.517557, -0.272275)
H (-2.580039, 1.925876, -4.389993)
H (-1.314689, 1.173788, -4.550641)
O (-1.714654, 2.034349, -4.684354)
H (-0.093528, 1.952401, 0.743059)
H (0.995051, 2.371764, 1.873797)
O (0.331301, 1.771286, 1.583005)
H (-2.663625, -3.454139, 0.830921)
H (-1.850061, -2.809193, -0.223529)
O (-2.548237, -3.535540, -0.104008)
H (2.069264, -3.055264, -4.875126)
H (3.305647, -3.148172, -3.948557)
O (2.578264, -3.620554, -4.309866)
H (0.656034, 1.244560, 3.322983)
H (0.111166, 0.863134, 4.699606)
O (0.878943, 0.807747, 4.109157)
H (0.888962, 2.695818, -3.620516)
H (0.534069, 4.116722, -3.253821)
O (1.259277, 3.533459, -3.380068)
H (-1.639404, 4.532036, 2.767528)
H (-3.221809, 4.497087, 3.126321)
O (-2.358539, 4.464040, 3.401127)
H (1.628199, -1.246198, -1.642368)
O (0.793080, -0.988481, -2.042604)
H (0.548836, -3.594899, -0.966136)
H (1.153721, -4.949875, -0.479461)
O (0.791135, -4.123830, -0.189820)
H (-1.864024, -1.676563, 2.677626)
H (-2.163324, 2.099229, 2.962541)
H (2.942511, -4.386768, 1.898300)
H (2.259867, 2.312743, -0.100120)
H (-0.665966, -5.317305, -3.562879)
H (1.272075, -0.493787, -2.695615)
O (0.206952, 6.290624, -0.447530)
H (0.954059, 6.439415, -1.070401)
H (-0.515719, 6.066629, -1.103844)
O (2.542161, 3.386414, 1.294135)
H (2.886486, 2.976243, 2.108387)
H (2.871660, 4.284052, 1.252427)
O (3.042261, -0.760522, -0.529042)
H (3.185359, -1.093339, 0.393008)
H (2.308677, -0.132363, -0.428596)
O (-3.821196, 4.706949, -2.849263)
H (-3.313547, 4.197326, -3.546571)
H (-4.198337, 4.064704, -2.257001)
O (0.310008, 3.630785, 4.486935)
H (0.863943, 2.848699, 4.791389)
H (0.682363, 3.744334, 3.598221)
O (-3.388191, 0.430810, 1.162136)
H (-4.257680, 0.397916, 1.531892)
H (-2.712747, 0.273697, 1.900693)
O (-6.451174, 1.772193, 0.768290)
H (-6.279390, 2.083394, -0.106014)
H (-5.813957, 1.154622, 1.004856)

Atomic forces in eV per Å
H 0.154 0.181 -0.696
H 0.822 2.185 2.351
O -0.768 -2.472 -1.783
H -0.806 2.732 1.321
H 0.556 0.143 0.620
O -0.690 -3.242 -1.923
H -0.269 -0.248 0.431
H -1.265 1.717 0.425
O 1.700 -1.538 -0.601
H 0.938 -1.320 0.435
H -0.348 -0.199 -0.398
O 0.111 1.182 -0.010
H -0.553 0.119 -1.928
H 0.112 -0.101 -0.081
O 0.232 -0.282 2.272
H 0.722 -1.030 -0.339
O -1.247 3.890 -0.526
H 0.265 0.327 0.040
O -0.589 -0.828 -0.974
H -0.193 0.027 -0.109
H -1.051 -3.130 -1.622
O 1.576 1.046 0.605
H 0.314 0.089 -0.712
H 0.047 2.192 -1.730
O -0.152 -1.614 1.943
H -0.132 0.187 -0.132
H -0.222 -0.459 0.152
O 0.227 0.923 -0.249
H -0.711 1.354 0.335
H -0.382 0.574 -0.333
O 1.833 -2.126 -0.111
H 0.233 -0.215 0.262
O -0.564 -1.426 0.755
H -0.732 -1.386 0.667
H 2.010 0.566 -0.516
O -1.077 0.593 0.818
H 2.336 0.997 -1.381
H -0.604 -2.820 -3.098
O -2.187 1.809 4.498
H 0.318 0.064 -0.764
H 0.844 0.264 1.971
O -0.700 -0.581 -1.239
H -0.650 -0.927 0.280
H 3.710 -2.824 -0.937
O -3.596 3.225 0.726
H 1.636 0.437 -1.761
H 0.297 0.032 -0.787
O -2.181 -0.328 2.738
H 0.183 -1.396 2.496
H -1.331 -0.789 -0.172
O 1.059 2.090 -2.385
H 0.248 0.755 -1.372
O 1.266 -0.108 3.122
H -0.883 0.201 0.144
H -2.811 -0.578 -0.821
O 4.320 1.070 2.262
H 0.279 -2.034 0.618
O 0.244 -0.034 -0.167
H -1.916 -1.909 -0.892
H -0.511 -0.026 -0.578
O 2.490 1.941 1.586
H 0.165 1.336 -0.469
H 0.228 -0.003 0.818
O -0.176 -1.386 -0.582
H 0.834 -0.562 -0.592
H -0.005 -0.087 0.242
O -0.609 1.366 0.072
H -2.272 -0.329 0.628
H 0.160 -0.269 0.292
O 1.964 1.232 -1.051
H 0.488 0.635 -0.170
H 0.491 1.401 -0.947
O -1.049 -1.752 1.284
H -0.259 -0.067 1.196
H -1.369 -1.806 0.042
O 1.535 1.441 -2.047
H 0.070 0.648 -0.463
H 0.765 1.079 0.853
O -1.217 -1.815 -0.484
H -0.843 0.512 -1.525
H 0.210 -0.057 -0.392
O 0.848 -1.189 2.125
H -0.623 -0.570 -0.470
H -1.067 0.640 0.026
O 1.565 -0.226 0.407
H -0.526 0.425 -0.497
H -2.616 0.326 -1.855
O 2.671 -0.863 2.668
H 0.191 -1.343 1.255
O 0.571 -0.209 0.301
H 0.220 -0.591 0.018
H 0.487 -0.836 -0.769
O -1.782 2.142 0.465
H -1.391 -1.157 -1.449
H 0.122 -2.325 0.916
H -0.319 0.331 -0.605
H 0.248 0.619 0.068
H 0.499 1.977 -1.336
H -0.458 0.818 -1.450
O -0.307 -0.299 -2.334
H -0.471 0.063 0.776
H 0.896 0.284 1.254
O -0.018 -0.538 0.599
H 0.445 0.607 -0.312
H 0.264 0.222 0.197
O -0.582 1.397 1.917
H -0.255 0.077 -0.657
H 0.311 0.747 -0.079
O 1.117 -0.369 -1.418
H -0.897 0.836 1.266
H -0.162 -0.476 0.129
O 1.554 -1.772 0.103
H -0.932 1.406 -0.078
H -0.496 0.588 0.128
O 1.307 -0.126 -1.263
H -0.408 -0.112 1.097
H -1.081 1.074 -0.445
O -2.333 0.839 -0.096
H 0.362 0.548 -0.968
H 1.971 -1.421 0.911

Total charge: +1
Frontier orbital gap (spin up / spin down) (eV): 8.8537 / 2.3533
Electronic energy (eV): -83184.934
Multiplicity: 2
Energy relative to the best compared isomer or geometry (same formula, charge and spin) (kJ/mol): 820.0
HOMO (spin up / spin down) (eV): -12.4450 / -12.4448

Here are the Löwdin charges for atoms 1 to 2, given in e: atom 1 (H): 0.054, atom 2 (H): 0.095

---

Max |F| values (in hartree/bohr) by entry order: 0.077 0.103.